Entry 1:
ORCA calculation (the ωB97M-V functional and the def2-TZVPD basis) on a cluster of 2 separate species, C7H21B2ClN6O6 in total.

Computed properties:
Maximum force = 0.9 eV/Å
Gap between HOMO and LUMO = 0.310 Ha
Total energy = -1569.0546 Eh
HOMO energy = -8.83 eV

Geometry as ORCA input:
```
! RIJCOSX wB97M-V def2-TZVPD def2/J DEFGRID3
* xyz 0 1
C -4.385 0.069 1.880
C -3.116 0.863 1.634
N -2.011 0.294 2.417
N -0.703 0.655 1.938
B -0.385 2.092 1.740
N -0.030 2.634 0.481
O -0.570 2.907 2.834
C -0.291 -0.357 1.065
N 0.316 -1.493 1.516
B 1.836 -1.498 1.462
O 2.406 -0.723 2.416
C 2.654 -2.318 0.413
C 3.467 -1.442 -0.582
N -0.481 -0.199 -0.208
C -0.159 -1.154 -1.264
C -0.894 -0.728 -2.514
N -2.004 -0.129 -2.403
H -4.255 -0.973 1.583
H -5.201 0.490 1.288
H -4.691 0.118 2.928
H -3.278 1.920 1.888
H -2.848 0.808 0.576
H -2.058 0.560 3.392
H 0.229 3.612 0.521
H 0.609 2.172 -0.150
H -0.136 2.598 3.631
H 0.004 -1.602 2.484
H 3.306 -0.445 2.214
H 2.024 -3.025 -0.130
H 3.361 -2.923 0.997
H 2.983 -1.364 -1.556
H 3.630 -0.421 -0.218
H 4.458 -1.858 -0.762
H -0.907 0.668 -0.529
H -0.432 -2.153 -0.911
H 0.911 -1.139 -1.476
H -0.288 -0.878 -3.409
H -2.343 0.164 -3.319
O 0.982 -0.288 -4.612
Cl 1.866 0.854 -4.386
O 2.538 0.635 -3.116
O 1.067 2.048 -4.306
O 2.819 0.946 -5.448
*
```

Entry 2:
ORCA calculation (the ωB97M-V functional and the def2-TZVPD basis) on the molecule CH2O2S at a distorted geometry.

Computed properties:
SMILES = O=C(O)S
Maximum force = 6.1 eV/Å
Gap between HOMO and LUMO = 0.396 Ha
Total energy = -587.9405 Eh
Relative energy (zero: lowest compared OMol25 entry of this formula, charge and spin) = 1.2597 eV
HOMO energy = -10.58 eV

Geometry as ORCA input:
```
! RIJCOSX wB97M-V def2-TZVPD def2/J DEFGRID3
* xyz 0 1
C 0.405 -0.212 0.123
H 0.673 1.669 -0.601
H -1.870 -0.928 0.795
O 1.259 0.754 -0.699
O 0.946 -1.179 0.593
S -1.413 -0.104 -0.211
*
```

Entry 3:
ORCA calculation (the ωB97M-V functional and the def2-TZVPD basis) on a structure of composition C20H40O40S10 at a distorted geometry.

Computed properties:
Maximum force = 5.5 eV/Å
Gap between HOMO and LUMO (spin up / spin down) = 0.360 / 0.119 Ha
Total energy = -7776.6750 Eh
Relative energy (zero: lowest compared OMol25 entry of this formula, charge and spin) = 0.8322 eV
HOMO energy (spin up / spin down) = -13.03 / -13.03 eV

Geometry as ORCA input:
```
! RIJCOSX wB97M-V def2-TZVPD def2/J DEFGRID3
* xyz 1 2
C -8.015 -8.989 -25.158
C -9.120 -9.949 -25.153
O -8.419 -11.102 -24.922
S -7.306 -10.959 -23.749
O -6.109 -11.740 -24.046
O -7.848 -11.015 -22.387
O -7.172 -9.352 -24.098
H -8.418 -7.994 -24.971
H -7.392 -8.878 -26.046
H -9.621 -9.994 -26.120
H -9.846 -9.717 -24.374
C -7.955 -10.638 -17.618
C -8.254 -11.302 -18.912
O -9.587 -11.559 -18.916
S -10.062 -12.100 -17.397
O -9.513 -13.444 -17.153
O -11.425 -11.754 -17.017
O -9.038 -10.920 -16.747
H -7.929 -9.549 -17.579
H -7.026 -11.020 -17.195
H -7.764 -12.275 -18.877
H -8.021 -10.780 -19.840
C -11.970 -10.165 -21.507
C -12.485 -10.354 -20.134
O -13.693 -10.966 -20.332
S -13.695 -11.984 -21.676
O -14.813 -11.516 -22.528
O -13.523 -13.401 -21.313
O -12.242 -11.348 -22.244
H -10.971 -9.731 -21.531
H -12.544 -9.402 -22.032
H -12.683 -9.438 -19.578
H -11.835 -10.937 -19.482
C -7.773 -10.138 -12.138
C -8.683 -10.819 -13.129
O -9.917 -10.153 -13.011
S -9.991 -9.317 -11.596
O -11.105 -9.780 -10.757
O -9.838 -7.839 -11.876
O -8.579 -9.852 -11.009
H -7.467 -9.197 -12.593
H -6.856 -10.678 -11.901
H -8.916 -11.873 -12.974
H -8.313 -10.637 -14.138
C -4.739 -6.057 -16.291
C -3.948 -6.409 -17.610
O -4.890 -5.817 -18.566
S -6.490 -6.046 -18.131
O -6.897 -7.432 -18.269
O -7.386 -5.010 -18.691
O -6.034 -5.609 -16.574
H -4.229 -5.232 -15.792
H -4.990 -6.884 -15.626
H -3.789 -7.471 -17.797
H -3.034 -5.835 -17.766
C -13.315 -10.267 -14.725
C -13.437 -11.429 -13.761
O -14.313 -11.133 -12.714
S -14.706 -9.543 -12.698
O -14.534 -9.042 -11.301
O -15.988 -9.408 -13.384
O -13.442 -9.250 -13.734
H -14.125 -10.405 -15.442
H -12.453 -9.976 -15.327
H -12.540 -11.789 -13.257
H -13.821 -12.311 -14.273
C -8.773 -14.118 -20.752
C -10.052 -14.927 -20.904
O -9.834 -16.233 -20.390
S -8.775 -16.118 -19.060
O -7.712 -17.128 -19.204
O -9.550 -16.025 -17.801
O -8.189 -14.648 -19.588
H -8.937 -13.043 -20.688
H -8.142 -14.448 -21.577
H -10.432 -14.926 -21.926
H -10.696 -14.330 -20.258
C -2.762 -11.572 -13.988
C -2.858 -10.261 -13.179
O -3.454 -9.260 -13.997
S -4.594 -10.008 -15.025
O -4.926 -9.236 -16.203
O -5.755 -10.475 -14.177
O -3.567 -11.298 -15.137
H -2.994 -12.468 -13.413
H -1.732 -11.752 -14.297
H -1.858 -10.032 -12.810
H -3.459 -10.263 -12.269
C -5.380 -14.154 -15.405
C -6.844 -13.989 -15.113
O -6.796 -13.283 -13.938
S -5.680 -13.806 -12.892
O -5.976 -15.077 -12.277
O -5.100 -12.786 -12.001
O -4.705 -14.023 -14.172
H -5.064 -13.575 -16.272
H -5.305 -15.224 -15.597
H -7.484 -14.853 -14.939
H -7.449 -13.429 -15.826
C -11.395 -15.591 -15.307
C -12.887 -15.702 -14.916
O -13.118 -14.831 -13.883
S -11.761 -14.952 -12.832
O -11.746 -16.168 -12.016
O -11.495 -13.632 -12.151
O -10.720 -15.110 -14.155
H -11.188 -15.020 -16.212
H -11.015 -16.582 -15.557
H -13.036 -16.695 -14.493
H -13.592 -15.536 -15.731
*
```